# 1
{
  "formula": "C14H23Cl2N5O3PdSi",
  "method": "ωB97M-V/def2-TZVPD",
  "homo_energy_ev": [-7.362, -7.362],
  "largest_force_ha_per_bohr": 0.0520,
  "charge": 0,
  "orbital_gap_ev": [7.24, 7.24],
  "species": ["Pd", "C", "N", "C", "C", "N", "N", "C", "N", "N", "H", "H", "H", "H", "H", "H", "H", "H", "H", "H", "H", "Cl", "C", "C", "C", "Cl", "C", "O", "C", "C", "O", "C", "H", "H", "H", "C", "Si", "C", "C", "O", "H", "H", "H", "H", "H", "H", "H", "H", "H"],
  "coordinates": [[-0.4729, -0.0440, 0.2632], [0.0997, 5.2765, 0.0726], [0.4680, 3.8928, -0.2208], [1.9043, 3.6572, -0.3195], [-0.2950, 2.8603, 0.2501], [0.1643, 1.8002, 0.8100], [-1.6671, 3.0256, 0.0753], [-2.6191, 2.0181, 0.2435], [-3.8426, 2.3374, -0.2640], [-2.3240, 0.9151, 0.8094], [0.6452, 5.9304, -0.6048], [0.3521, 5.5515, 1.1019], [-0.9625, 5.4606, -0.0756], [2.3211, 4.3895, -1.0080], [2.0777, 2.6639, -0.7282], [2.4132, 3.7581, 0.6459], [1.1682, 1.7884, 0.9240], [-1.9216, 3.7612, -0.5587], [-4.0893, 3.2871, -0.4718], [-4.5967, 1.6922, -0.1150], [-3.0779, 0.2352, 0.8095], [-3.4341, -7.1284, 0.1426], [-2.9918, -5.4403, 0.0623], [-3.9388, -4.5027, -0.3644], [-3.5983, -3.1808, -0.4509], [-4.7987, -2.0246, -0.9784], [-2.2943, -2.6884, -0.1283], [-2.0307, -1.4493, -0.2981], [-1.3937, -3.6670, 0.3649], [-0.0916, -3.3155, 0.9013], [0.3325, -2.1926, 1.1069], [-1.7435, -5.0243, 0.4241], [-4.9390, -4.8231, -0.6260], [0.5506, -4.1805, 1.1582], [-1.0099, -5.7422, 0.7758], [3.0695, -2.3225, -0.5639], [2.7096, -0.5061, -0.3966], [3.1263, -0.0527, 1.3799], [3.9152, 0.3684, -1.5245], [1.2000, 0.0050, -0.8156], [4.1382, -2.5021, -0.4038], [2.8083, -2.6993, -1.5589], [2.5114, -2.8961, 0.1755], [3.9876, -0.6276, 1.7368], [2.2833, -0.2998, 2.0349], [3.3729, 1.0098, 1.5142], [4.9180, -0.0614, -1.4173], [3.9904, 1.4419, -1.3216], [3.6058, 0.2452, -2.5683]],
  "atomic_forces_ev_per_a": [[-1.14, 2.41, 0.23], [-0.01, -0.03, -0.06], [0.03, 0.12, 0.23], [-0.05, 0.02, 0.00], [-0.38, 0.04, 0.18], [0.53, -0.45, -0.47], [0.07, -0.17, -0.14], [0.19, 0.28, 0.10], [0.07, 0.02, 0.05], [0.04, -0.85, 0.06], [-0.01, -0.01, -0.01], [0.02, -0.02, -0.01], [0.04, -0.02, 0.02], [0.00, 0.02, 0.01], [0.01, -0.03, -0.01], [0.00, -0.01, 0.01], [0.07, 0.09, -0.02], [-0.01, -0.04, -0.14], [-0.02, 0.05, 0.08], [-0.04, -0.06, -0.03], [-0.05, 0.02, 0.00], [0.02, 0.12, -0.01], [-0.16, -0.09, -0.05], [-0.09, -0.07, 0.00], [-0.07, 0.03, -0.05], [0.14, -0.10, 0.06], [-0.07, 0.36, -0.20], [0.27, -0.44, -0.11], [0.17, -0.17, 0.11], [0.02, 0.13, -0.05], [0.12, -0.43, 0.24], [0.13, -0.02, 0.04], [0.03, 0.01, 0.00], [-0.05, -0.06, 0.01], [-0.04, 0.04, 0.00], [-0.06, -0.33, -0.16], [-0.74, 0.27, -0.10], [-0.04, 0.11, 0.25], [0.17, 0.14, -0.24], [0.90, -0.90, 0.15], [-0.07, 0.00, -0.02], [0.03, 0.03, 0.09], [0.06, -0.02, -0.01], [-0.04, 0.07, -0.04], [0.07, 0.01, -0.02], [-0.05, -0.09, -0.02], [-0.08, 0.08, -0.02], [0.00, -0.07, -0.02], [0.06, 0.02, 0.09]],
  "nbo_charge": [1.071, -0.404, -0.423, -0.431, 0.650, -0.697, -0.618, 0.625, -0.805, -0.738, 0.216, 0.198, 0.198, 0.216, 0.251, 0.190, 0.403, 0.402, 0.394, 0.415, 0.400, -0.019, -0.104, -0.201, -0.130, -0.027, 0.483, -0.782, -0.313, 0.438, -0.606, -0.152, 0.237, 0.112, 0.222, -1.151, 1.908, -1.164, -1.141, -1.198, 0.227, 0.235, 0.237, 0.239, 0.243, 0.210, 0.230, 0.213, 0.238]
}

---

# 2
{
  "formula": "C14H23F4N3O6P2V",
  "method": "ωB97M-V/def2-TZVPD",
  "spin_multiplicity": 2,
  "homo_energy_ev": [-7.043, -6.898],
  "largest_force_ha_per_bohr": 0.0624,
  "charge": 0,
  "orbital_gap_ev": [6.59, 6.46],
  "s_squared": 0.770,
  "species": ["V", "C", "C", "N", "C", "C", "C", "C", "N", "C", "C", "F", "C", "F", "C", "C", "F", "C", "F", "H", "H", "H", "H", "H", "H", "H", "H", "H", "H", "H", "H", "H", "H", "H", "N", "C", "C", "P", "O", "O", "O", "P", "O", "O", "O", "H", "H", "H", "H", "H", "H", "H", "H"],
  "coordinates": [[0.2510, 0.1907, 0.1525], [-0.4080, 3.1888, 1.8792], [-1.5771, 2.4744, 1.2242], [-1.2561, 1.9025, -0.1068], [-0.9695, 2.9927, -1.0810], [0.5046, 3.2454, -1.3476], [-2.4214, 1.1222, -0.5818], [-2.6235, -0.1829, 0.2232], [-1.3823, -0.5127, 0.9048], [-1.3976, -1.3330, 2.0072], [-0.3864, -1.1471, 2.9546], [0.5058, -0.1551, 2.7104], [-0.2911, -1.8850, 4.1090], [0.7045, -1.6277, 4.9679], [-1.2187, -2.8707, 4.3940], [-2.2290, -3.0689, 3.4759], [-3.1488, -4.0190, 3.6984], [-2.3249, -2.3306, 2.3089], [-3.3170, -2.6163, 1.4478], [-0.6701, 3.4390, 2.9074], [0.4842, 2.5610, 1.9000], [-0.1595, 4.1179, 1.3653], [-1.9051, 1.6535, 1.8598], [-2.4252, 3.1628, 1.1085], [-1.4450, 2.7279, -2.0250], [-1.4586, 3.9078, -0.7301], [0.9347, 2.3924, -1.8709], [0.6051, 4.1267, -1.9837], [1.0678, 3.4082, -0.4305], [-3.3353, 1.7255, -0.5198], [-2.2338, 0.8832, -1.6254], [-3.4383, -0.0754, 0.9465], [-2.9167, -0.9724, -0.4726], [-1.1526, -3.4640, 5.2933], [3.2384, -1.0283, -3.1683], [2.4395, -1.5159, -1.9703], [2.8400, -2.9519, -1.6804], [0.6240, -1.3833, -2.3476], [0.6902, -1.1344, -3.9671], [-0.1464, -2.6083, -2.0780], [0.1256, -0.0178, -1.7813], [2.6549, -0.3216, -0.3601], [3.1957, 0.8312, -1.5817], [1.3941, -1.2789, 0.1021], [1.9281, 0.9808, 0.4187], [2.7519, -1.2418, -4.0404], [4.1699, -1.4363, -3.1688], [3.3157, -0.0036, -3.0194], [2.6662, -3.6027, -2.5428], [2.2385, -3.3326, -0.8609], [3.8951, -3.0114, -1.3969], [-0.0300, -1.6233, -4.3841], [3.0424, 1.7187, -1.2364]],
  "atomic_forces_ev_per_a": [[1.68, -0.52, -0.30], [-0.01, 0.02, -0.01], [0.04, 0.02, 0.05], [0.03, -0.17, 0.01], [0.06, 0.03, -0.08], [-0.01, -0.03, 0.01], [-0.14, -0.23, 0.12], [-0.02, 0.24, 0.08], [0.23, -0.05, -0.12], [0.11, 0.02, 0.00], [0.07, 0.06, 0.01], [-0.02, -0.02, -0.05], [0.02, -0.02, 0.04], [-0.03, -0.02, -0.02], [0.00, 0.03, -0.04], [-0.02, -0.02, 0.00], [0.02, 0.02, 0.00], [-0.08, -0.05, -0.05], [0.01, 0.01, 0.01], [0.00, 0.00, -0.01], [0.01, 0.00, 0.02], [0.01, -0.02, 0.00], [0.00, -0.01, 0.00], [0.00, -0.03, -0.01], [-0.01, -0.01, 0.00], [-0.02, -0.02, 0.01], [0.03, 0.01, 0.02], [0.00, 0.01, 0.01], [0.00, 0.00, -0.02], [0.05, 0.06, -0.09], [0.00, -0.04, 0.01], [0.03, 0.08, 0.01], [-0.01, -0.01, 0.01], [0.00, 0.00, 0.00], [-0.22, -0.19, -0.06], [-0.37, 0.28, -0.25], [-0.10, 0.02, -0.04], [0.57, -0.64, -0.18], [-0.04, 0.23, 0.02], [-0.16, 0.20, 0.00], [-0.06, 0.12, 0.55], [2.97, -1.16, -0.33], [-0.13, 0.72, -0.02], [-2.32, 0.45, 0.64], [-2.38, 0.57, -0.07], [0.03, -0.02, -0.02], [-0.01, -0.01, 0.03], [0.04, 0.09, 0.08], [0.01, -0.01, -0.01], [0.02, 0.00, 0.02], [-0.01, 0.05, 0.03], [0.02, -0.03, 0.02], [0.09, -0.06, -0.05]],
  "mulliken_spin": [0.878, 0.004, 0.000, -0.006, -0.006, 0.006, 0.010, 0.003, -0.010, -0.007, 0.011, 0.000, 0.003, 0.000, -0.001, 0.001, 0.000, -0.001, 0.000, 0.000, -0.002, 0.000, 0.003, 0.000, -0.001, -0.001, 0.001, 0.000, -0.001, 0.000, -0.001, 0.000, -0.004, 0.000, 0.000, 0.011, -0.001, 0.008, -0.001, 0.004, -0.009, 0.071, -0.001, 0.033, 0.004, 0.000, 0.000, 0.000, 0.000, 0.000, 0.000, 0.000, 0.002]
}

---

# 3
{
  "formula": "C14H23N3O10",
  "method": "ωB97M-V/def2-TZVPD",
  "homo_energy_ev": -9.161,
  "largest_force_ha_per_bohr": 0.0150,
  "charge": 0,
  "orbital_gap_ev": 9.44,
  "species": ["O", "C", "O", "C", "N", "C", "C", "N", "C", "C", "O", "O", "C", "C", "O", "O", "C", "C", "N", "C", "C", "O", "O", "C", "C", "O", "O", "H", "H", "H", "H", "H", "H", "H", "H", "H", "H", "H", "H", "H", "H", "H", "H", "H", "H", "H", "H", "H", "H", "H"],
  "coordinates": [[-1.2126, -2.5012, 3.2587], [-0.7454, -1.7093, 2.4905], [-0.8550, -0.3933, 2.6682], [0.0652, -2.1062, 1.2599], [-0.0033, -1.0786, 0.2304], [1.1900, -1.0329, -0.6131], [2.4889, -0.7017, 0.1516], [3.5202, -0.0487, -0.6273], [3.9147, -0.6535, -1.8834], [3.3278, 0.0317, -3.1153], [3.8433, 0.9607, -3.6740], [2.1699, -0.5020, -3.5096], [3.6162, 1.3968, -0.5471], [2.2443, 2.0413, -0.6111], [1.6937, 2.4673, 0.3879], [1.6691, 1.9981, -1.7880], [-1.1741, -1.2607, -0.6269], [-2.5231, -1.2161, 0.0911], [-2.7878, 0.0386, 0.7742], [-2.8113, 1.1808, -0.1266], [-1.4197, 1.7638, -0.2747], [-0.9613, 2.1538, -1.3306], [-0.7688, 1.8011, 0.8600], [-3.9773, -0.0387, 1.6087], [-4.0489, 1.1800, 2.5359], [-5.0113, 1.8950, 2.5831], [-2.9708, 1.3880, 3.2724], [-0.5721, 0.0919, 1.8594], [-0.2633, -3.0964, 0.9120], [1.0950, -2.2050, 1.6103], [1.0159, -0.2571, -1.3592], [1.3160, -1.9813, -1.1595], [2.2563, -0.0498, 0.9964], [2.9301, -1.6253, 0.5454], [3.6236, -1.7029, -1.8779], [5.0062, -0.5774, -1.9691], [1.8110, -0.0085, -4.2653], [4.0683, 1.6719, 0.4128], [4.2400, 1.7580, -1.3650], [0.7062, 2.2680, -1.7435], [-1.1460, -0.4821, -1.3916], [-1.1189, -2.2325, -1.1485], [-3.2965, -1.4275, -0.6690], [-2.5708, -2.0138, 0.8357], [-3.2166, 0.9438, -1.1213], [-3.4298, 1.9710, 0.3094], [0.1510, 2.1981, 0.7605], [-4.9097, -0.0942, 1.0265], [-3.9052, -0.9312, 2.2377], [-2.2634, 0.7285, 3.1190]],
  "atomic_forces_ev_per_a": [[-0.04, -0.01, 0.07], [0.15, -0.30, -0.16], [0.25, 0.29, 0.40], [-0.06, 0.16, 0.01], [0.10, -0.24, -0.01], [0.08, 0.21, 0.06], [-0.05, -0.31, 0.01], [-0.10, 0.13, -0.30], [0.23, 0.10, -0.02], [0.32, 0.07, -0.07], [0.12, 0.07, -0.04], [-0.56, -0.44, -0.12], [0.13, -0.01, 0.28], [-0.01, 0.01, 0.15], [0.08, 0.15, 0.32], [-0.20, 0.12, -0.56], [-0.24, -0.03, 0.03], [0.17, -0.02, -0.09], [-0.34, 0.05, -0.28], [0.10, -0.13, 0.10], [-0.05, -0.04, -0.10], [-0.06, 0.11, -0.39], [0.33, 0.34, 0.61], [-0.03, 0.13, 0.03], [-0.27, -0.50, -0.43], [-0.03, 0.11, 0.08], [0.37, 0.22, 0.41], [-0.08, -0.23, 0.00], [0.00, 0.09, 0.10], [-0.04, -0.02, -0.01], [0.02, -0.13, 0.03], [-0.01, 0.04, -0.05], [-0.02, -0.08, 0.06], [-0.13, 0.07, 0.12], [0.07, -0.02, 0.01], [-0.18, -0.08, -0.19], [0.27, 0.10, 0.12], [-0.14, 0.13, -0.17], [-0.02, 0.03, 0.05], [0.33, -0.11, 0.37], [0.02, -0.08, -0.08], [-0.01, 0.09, -0.01], [0.05, -0.06, 0.07], [-0.10, -0.04, -0.06], [0.09, 0.08, 0.09], [0.02, 0.00, -0.07], [-0.35, -0.10, -0.36], [0.07, 0.06, 0.14], [0.00, 0.00, -0.05], [-0.24, 0.01, -0.11]],
  "nbo_charge": [-0.573, 0.787, -0.731, -0.357, -0.462, -0.251, -0.227, -0.425, -0.320, 0.782, -0.586, -0.689, -0.327, 0.818, -0.658, -0.689, -0.225, -0.237, -0.443, -0.345, 0.833, -0.662, -0.696, -0.335, 0.777, -0.574, -0.676, 0.549, 0.210, 0.237, 0.224, 0.174, 0.220, 0.195, 0.222, 0.220, 0.503, 0.220, 0.250, 0.532, 0.210, 0.186, 0.186, 0.213, 0.207, 0.255, 0.530, 0.199, 0.229, 0.520]
}

---

# 4
{
  "formula": "C14H23N3O2S2",
  "method": "ωB97M-V/def2-TZVPD",
  "homo_energy_ev": -8.297,
  "largest_force_ha_per_bohr": 0.0345,
  "charge": 0,
  "orbital_gap_ev": 8.64,
  "species": ["C", "C", "C", "C", "C", "C", "C", "C", "C", "C", "O", "C", "O", "C", "S", "C", "N", "N", "C", "N", "S", "H", "H", "H", "H", "H", "H", "H", "H", "H", "H", "H", "H", "H", "H", "H", "H", "H", "H", "H", "H", "H", "H", "H"],
  "coordinates": [[-0.9301, 1.2090, -3.0085], [0.0133, 0.3074, -2.2153], [0.4315, -0.8898, -3.0676], [-0.5683, -0.1554, -0.8634], [-1.9709, -0.7569, -0.9541], [-2.4190, -1.2892, 0.4036], [-2.4420, -0.1696, 1.4435], [-2.8794, -0.6917, 2.8086], [-1.0567, 0.4676, 1.5338], [-0.5902, 0.9756, 0.1703], [0.7547, 1.4643, 0.2874], [0.9695, 2.6481, 0.8265], [0.1259, 3.4272, 1.1821], [2.4594, 2.9230, 0.9740], [3.4687, 1.9831, -0.2069], [3.2624, 0.3948, 0.4521], [2.8897, 0.1287, 1.6495], [2.7569, -1.1694, 1.9013], [3.0322, -1.9295, 0.8986], [2.8988, -3.2755, 0.8930], [3.5195, -1.0350, -0.5530], [-0.4127, 1.6014, -3.8812], [-1.2667, 2.0528, -2.4114], [-1.7997, 0.6551, -3.3534], [0.9190, 0.8809, -1.9887], [-0.4306, -1.4896, -3.3494], [0.9175, -0.5472, -3.9780], [1.1320, -1.5221, -2.5264], [0.1099, -0.9218, -0.4687], [-1.9761, -1.5669, -1.6843], [-2.6765, 0.0062, -1.2860], [-3.4144, -1.7296, 0.3151], [-1.7340, -2.0735, 0.7342], [-3.1547, 0.5957, 1.1155], [-3.8709, -1.1346, 2.7478], [-2.9073, 0.1165, 3.5353], [-2.1850, -1.4495, 3.1650], [-0.3310, -0.2654, 1.8959], [-1.0723, 1.3031, 2.2365], [-1.2300, 1.8043, -0.1557], [2.7697, 2.6356, 1.9798], [2.6638, 3.9796, 0.8090], [3.4054, -3.7914, 0.1936], [2.8187, -3.7064, 1.8002]],
  "atomic_forces_ev_per_a": [[0.22, -0.07, 0.18], [0.02, -0.14, 0.01], [-0.01, 0.22, 0.16], [0.10, 0.49, -0.10], [0.25, -0.19, 0.20], [-0.22, 0.33, -0.13], [0.20, -0.28, 0.18], [-0.03, 0.19, -0.26], [-0.11, 0.30, -0.23], [-0.38, -0.27, 0.18], [-0.19, -0.23, -0.21], [0.33, 0.36, 0.13], [-0.18, 0.06, 0.05], [0.01, -0.41, -0.18], [0.28, 0.58, -0.16], [0.27, -0.46, -0.18], [0.25, 1.43, -0.31], [-0.28, -1.65, 0.60], [0.24, 0.79, -0.75], [-0.03, -0.63, -0.09], [-0.36, 0.15, 0.92], [0.00, 0.06, -0.11], [-0.11, 0.14, 0.02], [-0.14, -0.03, -0.06], [-0.04, -0.05, -0.01], [-0.10, -0.12, -0.08], [0.05, -0.02, -0.15], [0.07, -0.11, 0.04], [0.03, -0.04, 0.06], [-0.05, 0.04, -0.12], [-0.08, 0.02, -0.10], [-0.02, -0.08, 0.04], [0.03, -0.09, 0.06], [-0.02, 0.00, -0.04], [-0.11, -0.07, 0.05], [-0.01, 0.05, 0.14], [0.09, -0.11, 0.07], [0.05, -0.06, 0.02], [0.03, -0.03, 0.03], [0.06, -0.09, -0.01], [-0.08, 0.11, -0.02], [-0.04, -0.07, 0.02], [-0.02, -0.04, 0.14], [0.04, 0.00, -0.01]],
  "nbo_charge": [-0.615, -0.205, -0.605, -0.226, -0.394, -0.394, -0.214, -0.595, -0.422, 0.109, -0.522, 0.805, -0.596, -0.629, 0.300, -0.129, -0.290, -0.336, 0.236, -0.806, 0.294, 0.212, 0.206, 0.201, 0.211, 0.198, 0.209, 0.205, 0.202, 0.211, 0.199, 0.206, 0.195, 0.194, 0.206, 0.210, 0.203, 0.210, 0.226, 0.197, 0.274, 0.257, 0.396, 0.408]
}

---

Computed energy relative to the best compared isomer or geometry (same formula, charge and spin), in the same sequence as the records: 1.022; 2.443; 0.080; 0.000 eV.